49
Properties=species:S:1:pos:R:3:forces:R:3 method="wB97M-V/def2-TZVPD" e_tot_ha=-1278.716149 homo_lumo_gap_ev=8.843 charge=-1 e_lumo_ev=2.57 molar_mass_g_mol=316.28
O 2.50331 1.56312 0.79392 0.473 0.076 0.419
C 1.53551 0.92126 1.25486 -0.511 0.248 -0.827
O 1.52883 0.18752 2.27074 0.260 0.057 0.263
C 0.22279 1.01868 0.44548 0.004 0.733 -0.283
C -0.41007 -0.36346 0.35242 -0.426 -0.097 -0.111
C -1.48811 -0.41536 -0.73936 0.848 -0.282 -0.120
O -2.54793 0.48203 -0.44979 -0.716 1.394 0.974
N -0.73811 1.99227 1.05396 -0.171 -0.188 0.636
H 0.46219 1.41476 -0.58753 -0.146 -0.587 1.138
H -0.85192 -0.60126 1.34901 0.255 0.109 -0.712
H 0.38358 -1.09628 0.14249 -0.234 0.157 -0.003
H -1.95122 -1.41476 -0.78484 0.249 0.185 -0.131
H -1.07005 -0.16861 -1.75047 -0.246 -0.369 0.946
H -2.26278 1.20861 0.21139 0.360 -1.076 -0.871
H -0.94010 1.71711 2.04446 0.315 0.135 -0.916
H -0.29931 2.92460 1.08241 -0.164 -0.526 -0.076
H 0.21442 0.38020 -3.40291 0.083 0.084 -0.102
H -0.23742 1.72788 -2.78555 0.004 0.020 -0.106
O 0.54794 1.24395 -3.10813 -0.064 -0.291 -0.331
H -1.08142 -2.17819 -4.26385 0.936 0.429 0.764
H 0.01069 -2.19068 -3.07782 -0.669 -0.126 -0.381
O -0.38778 -1.65229 -3.80807 -0.424 -0.077 -0.492
H -3.51143 -0.55272 0.57616 0.236 0.627 -0.547
H -4.68771 -1.50583 0.46748 -1.233 -0.553 -1.087
O -4.02408 -1.21446 1.04942 0.871 -0.152 1.788
H 2.01035 0.89185 -2.19134 -0.521 0.178 -0.480
H 2.76226 1.04254 -0.86932 0.117 0.197 0.526
O 2.76871 0.55964 -1.70334 0.718 -0.467 -0.279
H 1.83084 4.41435 1.38682 0.228 0.193 0.404
H 1.91413 3.17843 0.49289 0.038 0.032 0.125
O 1.43338 4.02792 0.61333 -0.262 -0.016 -0.547
H 3.14872 -2.30045 2.73601 0.216 0.778 -1.380
H 2.75005 -0.94421 2.06536 0.443 -0.760 -0.060
O 3.28343 -1.78228 1.89754 -0.540 -0.224 1.381
H -1.13836 -0.21271 3.75237 -0.444 -0.594 0.021
H 0.19167 0.42132 3.30948 -0.716 0.165 0.303
O -0.70006 0.63384 3.71077 0.939 0.384 -0.135
H 2.76842 -1.12419 -1.36131 0.024 0.243 0.233
H 2.94545 -2.08444 -0.13180 0.451 0.134 1.369
O 2.66860 -2.04416 -1.03221 -0.428 -0.460 -1.439
H -0.16466 -3.05428 -0.93773 0.732 -0.057 -0.826
H 1.27525 -2.87376 -1.54715 0.447 0.287 0.529
O 0.37429 -3.19778 -1.74583 -1.015 -0.324 0.471
H -1.33045 -2.30802 2.49040 -0.979 0.341 0.719
H -2.81716 -1.79619 2.55890 0.693 -0.251 0.255
O -2.03788 -2.02822 3.12089 0.205 -0.142 -0.982
H -1.14905 2.87577 -1.28703 0.529 0.634 1.087
H -2.11847 1.78107 -1.63587 -0.129 0.002 -0.004
O -1.58930 2.49589 -2.02767 -0.634 -0.201 -1.123

***

15
Properties=species:S:1:pos:R:3:forces:R:3 method="wB97M-V/def2-TZVPD" e_tot_ha=-722.817579 homo_lumo_gap_ev=9.022 e_lumo_ev=0.82 molar_mass_g_mol=129.18
C 3.19678 -0.44753 -0.00158 0.038 -0.143 0.974
C -0.22247 -0.44413 0.01164 -0.148 -0.799 -0.485
C -2.80756 -0.19504 0.00494 -0.635 -0.900 -0.085
C -1.99232 1.06386 -0.00849 -0.660 -0.225 0.411
C -0.67638 0.93683 -0.03125 1.194 1.263 0.250
H 3.86322 0.40608 0.02690 0.105 0.160 -0.004
H 3.36690 -0.99275 -0.91764 0.057 -0.348 -0.217
H 3.43318 -1.10080 0.90106 -0.677 0.745 -1.059
H -3.47818 -0.28747 -0.88105 0.616 0.176 0.397
H -3.50099 -0.33053 0.87500 0.808 0.406 -0.470
H -2.51442 1.99766 0.08304 -0.043 0.375 -0.215
H 0.07829 1.77645 -0.02645 -1.133 -1.121 -0.016
N 0.95548 -0.91896 -0.00929 -0.126 0.047 0.184
O 1.88049 0.11595 -0.01216 0.950 -0.204 0.274
S -1.58201 -1.57962 -0.01467 -0.347 0.567 0.060

***

12
Properties=species:S:1:pos:R:3:forces:R:3 method="wB97M-V/def2-TZVPD" e_tot_ha=-265.426138 homo_lumo_gap_ev=10.468 e_lumo_ev=0.86 smiles=N#CC[C@H]1CN1 molar_mass_g_mol=82.11
N 0.23967 2.41418 -0.87646 0.771 -0.609 -0.185
C 0.59055 1.32452 -0.70548 1.536 1.765 -1.877
C 1.13625 -0.03226 -0.58636 0.107 0.332 -0.154
C 0.18252 -0.75751 0.34725 -0.093 0.711 0.050
C -0.92769 0.19709 0.69774 -0.688 0.813 0.077
N -1.13571 -0.94898 -0.22313 -0.251 0.154 -0.054
H 1.21929 -0.43761 -1.59872 0.012 -0.235 0.206
H 2.13143 0.08685 -0.15377 0.013 -0.210 -0.008
H 0.59527 -1.52868 1.01432 -0.251 0.666 -0.153
H -0.88885 1.30909 0.14652 -1.098 -3.728 2.403
H -1.35043 0.12510 1.69712 -0.102 0.052 -0.185
H -1.60377 -1.72022 0.25396 0.045 0.288 -0.121

***

16
Properties=species:S:1:pos:R:3:forces:R:3 method="wB97M-V/def2-TZVPD" e_tot_ha=-685.880047 homo_lumo_gap_ev=9.378 e_lumo_ev=0.44 molar_mass_g_mol=119.19
C 0.21088 -0.56828 1.37576 2.017 0.367 1.719
C -0.06324 -0.90461 -0.06638 2.504 0.306 -1.877
C 0.62158 0.39477 -0.90032 -3.379 -0.093 0.774
C -2.27068 0.66821 -0.30901 -1.355 2.361 -0.027
H -0.51795 0.21032 1.55853 -0.042 -0.028 0.883
H 0.13614 -1.44761 2.17083 0.447 2.010 -1.776
H 1.36028 0.13477 1.44554 -3.851 -2.857 0.966
H 0.51402 -1.80688 -0.47807 -1.212 0.876 0.694
H 0.03037 1.22198 -0.31419 1.605 -0.983 -2.111
H 0.44924 0.29590 -2.04115 -0.181 0.355 2.001
H 2.30673 -0.48077 -1.09129 0.377 2.020 1.541
H 2.02246 0.39417 0.41450 1.260 -0.074 -1.901
H -3.20385 0.90554 -1.04262 1.732 -0.438 1.708
N 2.00245 0.45666 -0.63323 1.048 -1.965 -0.799
O -1.77787 1.55175 0.40725 -1.454 -2.230 -1.793
S -1.82057 -1.02590 -0.49613 0.482 0.373 -0.003